ORCA calculation (ωB97M-V with the def2-TZVPD basis set) on the ion C14H18ClN2O3 with charge +1.

Results
Total charge = +1
HOMO energy = -12.98 eV
SMILES = [H]/N=C(\C)Cc1cc(CC(=O)Cl)c[n+](CCOC(C)=O)c1
LUMO = -5.27 eV

Each line ends with the natural charge from an NBO analysis.
CARTESIAN COORDINATES (ANGSTROEM)
H: 4.350 -1.830 -0.891  0.354
N: 4.095 -0.896 -1.303  -0.616
C: 3.895 -0.027 -0.258  0.306
C: 4.079 -0.604 1.288  -0.709
C: 3.427 1.568 -0.443  -0.507
C: 1.778 1.549 -0.165  0.028
C: 1.083 2.169 1.199  -0.149
C: -0.578 1.995 1.291  0.017
C: -1.442 2.517 2.591  -0.536
C: -2.926 3.121 2.119  0.522
O: -3.989 2.310 1.872  -0.519
Cl: -3.267 4.958 1.926  -0.001
C: -1.358 1.240 0.056  0.031
N: -0.605 0.728 -1.172  -0.340
C: -1.468 0.033 -2.244  -0.252
C: -1.977 -1.382 -1.511  -0.091
O: -2.085 -2.513 -2.446  -0.531
C: -1.827 -3.722 -1.599  0.765
C: -2.595 -3.986 -0.141  -0.744
O: -0.985 -4.707 -1.987  -0.522
C: 0.891 0.819 -1.380  0.075
H: 4.829 -1.503 1.271  0.255
H: 4.369 0.252 2.053  0.233
H: 2.995 -0.972 1.624  0.234
H: 3.554 1.928 -1.570  0.274
H: 3.999 2.289 0.299  0.267
H: 1.719 2.685 2.066  0.286
H: -0.878 3.386 3.153  0.277
H: -1.618 1.647 3.357  0.294
H: -2.518 1.074 0.103  0.293
H: -2.435 0.683 -2.475  0.254
H: -0.880 -0.184 -3.233  0.272
H: -2.944 -1.220 -0.865  0.208
H: -1.093 -1.658 -0.759  0.191
H: -2.290 -3.194 0.669  0.231
H: -3.760 -3.962 -0.295  0.257
H: -2.227 -5.039 0.282  0.282
H: 1.447 0.391 -2.346  0.309

---

ORCA calculation (ωB97M-V with the def2-TZVPD basis set) on a cluster of 4 separate species, C3H9N3O2 in total.

Results
HOMO energy = -8.45 eV
Energy above the lowest of the compared OMol25 structures with the same formula, charge and spin = 1432.1 kJ/mol
LUMO = -0.66 eV

Each line ends with the natural charge from an NBO analysis.
CARTESIAN COORDINATES (ANGSTROEM)
C: -1.007 -0.656 -2.484  -0.639
C: 0.030 -0.569 -1.590  -0.105
C: 0.267 0.245 0.654  0.632
H: -1.650 0.319 -2.508  0.227
H: -1.861 -1.572 -2.525  0.207
H: -0.721 -0.849 -3.524  0.233
H: 0.851 0.092 -2.149  0.212
H: 0.484 -1.552 -1.394  0.198
H: 0.213 -0.166 2.692  0.400
H: -2.199 0.658 3.019  0.454
H: 1.044 1.735 2.567  0.165
H: 3.511 1.412 1.161  0.305
N: -0.395 0.284 1.870  -0.365
N: 1.453 0.510 0.567  -0.417
N: 2.189 0.648 1.760  -0.523
O: -0.513 -0.142 -0.290  -0.481
O: -1.696 -0.397 2.173  -0.504

---

ORCA calculation (ωB97M-V with the def2-TZVPD basis set) on a structure of composition C62H55BrIIrN4O4STe.

Results
Total charge = +3
HOMO energy (spin up / spin down) = -14.24 / -14.23 eV
Spin multiplicity = 6
LUMO (spin up / spin down) = -8.25 / -9.79 eV
⟨S²⟩ = 8.80

Each line ends with the Löwdin spin population.
CARTESIAN COORDINATES (ANGSTROEM)
Ir: -0.045 0.819 -0.572  2.207
C: 5.553 4.903 -0.521  0.043
C: 4.652 3.720 -0.563  0.222
C: 5.086 2.456 -0.124  -0.005
C: 4.265 1.367 -0.202  0.143
C: 4.661 0.011 0.343  0.008
O: 4.691 -0.106 1.548  0.016
C: 4.935 -1.087 -0.603  0.001
C: 5.211 -2.355 -0.089  0.000
C: 5.482 -3.403 -0.948  0.000
C: 5.485 -3.190 -2.322  0.000
C: 5.216 -1.929 -2.838  0.000
C: 4.940 -0.878 -1.980  0.004
C: 2.924 1.505 -0.695  0.116
O: 2.165 0.504 -0.687  0.368
C: 2.477 2.794 -1.156  0.121
C: 3.333 3.858 -1.075  0.033
C: 1.092 2.983 -1.694  0.089
N: 0.083 2.844 -0.820  0.150
C: -0.924 3.920 -0.758  0.021
C: -2.330 3.490 -0.365  0.079
Te: -2.989 4.061 1.600  0.648
C: -3.972 2.265 1.969  0.053
C: -5.262 2.316 2.496  0.033
C: -5.941 1.126 2.715  -0.002
C: -5.331 -0.089 2.430  0.034
C: -4.038 -0.131 1.920  -0.001
C: -3.350 1.048 1.687  0.034
C: 0.937 3.368 -3.093  0.009
C: -0.328 3.402 -3.714  0.013
C: -0.455 3.762 -5.038  0.001
C: 0.673 4.065 -5.794  0.019
C: 1.934 3.977 -5.223  -0.002
C: 2.066 3.628 -3.893  0.016
H: 6.537 4.649 -0.137  0.000
H: 5.126 5.691 0.104  0.015
H: 5.669 5.329 -1.520  0.014
H: 6.083 2.348 0.286  -0.003
H: 5.225 -2.495 0.984  0.000
H: 5.709 -4.382 -0.552  0.000
H: 5.708 -4.008 -2.993  0.000
H: 5.235 -1.765 -3.906  0.000
H: 4.748 0.108 -2.388  0.002
H: 3.012 4.836 -1.412  -0.002
H: -0.982 4.428 -1.717  0.005
H: -0.520 4.664 -0.061  0.007
H: -2.503 2.418 -0.462  0.007
H: -3.058 4.002 -0.996  0.022
H: -5.744 3.259 2.716  0.003
H: -6.948 1.152 3.107  -0.001
H: -5.868 -1.010 2.609  0.002
H: -3.567 -1.080 1.700  -0.001
H: -2.341 1.008 1.285  0.009
H: -1.216 3.115 -3.170  0.001
H: -1.435 3.797 -5.492  0.000
H: 0.568 4.345 -6.833  0.001
H: 2.814 4.180 -5.817  0.000
H: 3.057 3.556 -3.474  0.000
C: -0.259 -3.148 7.740  0.000
C: -0.632 -1.886 7.021  0.002
C: -1.683 -1.851 6.110  0.000
C: -2.026 -0.679 5.456  0.002
C: -1.317 0.490 5.697  0.001
N: -1.748 1.663 5.009  0.016
C: -1.068 2.753 4.602  0.005
O: -1.654 3.761 4.202  0.059
N: 0.323 2.623 4.573  0.000
C: 0.839 1.637 3.708  0.003
C: 1.894 0.794 4.029  0.005
C: 2.215 -0.220 3.140  0.002
C: 1.513 -0.337 1.953  0.010
N: 0.556 0.533 1.608  0.093
C: 0.234 1.485 2.474  0.020
C: -0.283 0.485 6.629  0.002
C: 0.050 -0.693 7.272  0.000
H: -0.777 -4.010 7.326  0.000
H: -0.520 -3.080 8.797  0.000
H: 0.815 -3.328 7.686  0.000
H: -2.252 -2.750 5.916  0.000
H: -2.860 -0.669 4.761  0.000
H: -2.752 1.773 4.928  0.000
H: 0.853 3.478 4.675  0.000
H: 2.423 0.906 4.965  0.000
H: 3.004 -0.920 3.368  0.000
H: 1.750 -1.100 1.231  0.001
H: -0.562 2.161 2.180  0.011
H: 0.226 1.401 6.885  0.000
H: 0.838 -0.680 8.014  0.000
Br: -4.854 1.355 -1.204  0.001
C: -4.390 1.596 -3.023  0.005
C: -5.257 2.309 -3.839  0.000
C: -4.980 2.441 -5.192  0.005
C: -3.840 1.866 -5.735  0.000
C: -2.957 1.175 -4.918  0.006
C: -3.235 1.048 -3.564  0.013
I: -1.940 -0.146 -2.422  0.101
H: -6.155 2.738 -3.417  0.000
H: -5.668 2.984 -5.823  0.000
H: -3.642 1.939 -6.795  0.000
H: -2.069 0.721 -5.335  0.000
O: 0.052 -1.388 -0.731  0.056
S: 0.042 -2.809 -0.152  0.015
C: 1.744 -3.415 -0.522  0.002
C: 1.922 -4.188 -1.788  0.000
C: 2.038 -5.574 -1.760  0.000
C: 2.205 -6.284 -2.940  0.000
C: 2.252 -5.611 -4.153  0.000
C: 2.134 -4.227 -4.186  0.000
C: 1.974 -3.517 -3.007  0.000
C: -0.982 -3.783 -1.272  0.003
C: -2.408 -3.806 -0.792  0.000
C: -3.435 -3.413 -1.641  0.002
C: -4.755 -3.461 -1.216  0.000
C: -5.057 -3.905 0.062  0.000
C: -4.035 -4.306 0.914  0.000
C: -2.718 -4.257 0.490  0.000
H: 2.027 -3.990 0.361  0.001
H: 2.315 -2.484 -0.548  0.000
H: 2.008 -6.102 -0.814  0.000
H: 2.303 -7.360 -2.912  0.000
H: 2.388 -6.165 -5.072  0.000
H: 2.177 -3.704 -5.131  0.000
H: 1.897 -2.435 -3.026  0.000
H: -0.530 -4.778 -1.300  0.001
H: -0.876 -3.328 -2.258  0.000
H: -3.207 -3.101 -2.653  0.001
H: -5.549 -3.165 -1.889  0.000
H: -6.087 -3.965 0.385  0.000
H: -4.268 -4.676 1.903  0.000
H: -1.929 -4.589 1.154  0.000

---

ORCA calculation (ωB97M-V with the def2-TZVPD basis set) on a cluster of 2 separate species, C4H9N2O2 in total.

Results
Total charge = -1
HOMO energy = -4.25 eV
Energy above the lowest of the compared OMol25 structures with the same formula, charge and spin = 98.9 kJ/mol
LUMO = 4.06 eV

Each line ends with the natural charge from an NBO analysis.
CARTESIAN COORDINATES (ANGSTROEM)
C: 1.756 -0.909 -0.129  0.001
C: 1.360 -2.033 0.440  -0.081
N: 1.471 -2.265 1.850  -0.857
N: 1.335 -0.516 -1.415  -0.900
H: 2.328 -0.202 0.479  0.150
H: 0.785 -2.744 -0.154  0.158
H: 1.630 -3.245 2.049  0.339
H: 0.596 -2.003 2.290  0.367
H: 2.098 -0.130 -1.957  0.336
H: 0.592 0.206 -1.350  0.440
O: -0.456 1.713 -1.231  -0.809
C: -1.323 1.421 -0.360  0.765
O: -1.329 0.422 0.386  -0.775
C: -2.497 2.406 -0.233  -0.729
H: -3.231 2.131 -0.992  0.201
H: -2.952 2.326 0.754  0.196
H: -2.163 3.423 -0.426  0.197

---

ORCA calculation (ωB97M-V with the def2-TZVPD basis set) on the molecule C6H7NO4S2.

Results
HOMO energy = -8.59 eV
SMILES = O=C(O)C1=N[C@@H](C(=O)O)CSSC1
Energy above the lowest of the compared OMol25 structures with the same formula, charge and spin = 43.8 kJ/mol
LUMO = -0.58 eV

Each line ends with the natural charge from an NBO analysis.
CARTESIAN COORDINATES (ANGSTROEM)
O: 3.507 0.270 -0.874  -0.557
C: 2.437 -0.108 -1.336  0.745
O: 2.364 -1.123 -2.272  -0.660
C: 1.162 0.201 -0.601  0.154
N: 0.097 -0.651 -0.524  -0.364
C: -1.282 -0.664 0.070  -0.175
C: -1.336 -1.198 1.552  0.789
O: -1.611 -0.506 2.494  -0.590
O: -1.371 -2.520 1.749  -0.664
C: -1.862 0.707 0.169  -0.536
S: -1.516 1.569 -1.430  0.096
S: 0.053 2.714 -0.947  0.133
C: 1.053 1.483 -0.037  -0.629
H: 3.246 -1.484 -2.402  0.498
H: -1.726 -1.361 -0.633  0.253
H: -1.491 -2.667 2.700  0.501
H: -1.437 1.225 1.022  0.258
H: -2.923 0.642 0.155  0.238
H: 2.045 2.006 0.175  0.277
H: 0.591 1.464 0.969  0.234

---

ORCA calculation (ωB97M-V with the def2-TZVPD basis set) on a cluster of 5 separate species, C3H15NO4 in total.

Results
Total charge = -1
HOMO energy (spin up / spin down) = 0.51 / -5.20 eV
Spin multiplicity = 2
Energy above the lowest of the compared OMol25 structures with the same formula, charge and spin = 120.9 kJ/mol
LUMO (spin up / spin down) = 3.69 / 3.46 eV
⟨S²⟩ = 0.75

Each line ends with the natural charge from an NBO analysis.
CARTESIAN COORDINATES (ANGSTROEM)
C: 1.542 -0.501 1.966  -0.759
C: 0.809 0.818 2.001  -0.307
C: -0.272 1.147 1.220  -0.032
N: -1.027 2.353 1.006  -0.821
H: 1.889 -0.730 0.933  0.200
H: 2.341 -0.434 2.761  0.196
H: 0.903 -1.399 2.111  0.190
H: 1.429 1.594 2.476  0.172
H: -0.477 0.444 0.430  0.179
H: -1.085 2.656 0.038  0.383
H: -0.577 3.122 1.470  0.344
H: -2.609 0.205 -1.725  0.482
H: -2.923 0.697 -0.326  0.453
O: -2.864 1.004 -1.229  -0.986
H: 1.965 -0.159 -1.567  0.488
H: 3.374 -0.153 -0.947  0.458
O: 2.920 -0.185 -1.734  -0.971
H: -1.930 -2.034 0.263  0.381
H: -0.777 -2.874 0.189  0.331
O: -1.580 -2.656 -0.339  -1.270
H: -0.267 -0.846 -3.766  0.443
H: -0.435 -1.476 -2.403  0.473
O: -0.348 -0.593 -2.828  -1.027

---

ORCA calculation (ωB97M-V with the def2-TZVPD basis set) on a cluster of 2 separate species, C10H21F3N in total.

Results
Total charge = +1
HOMO energy = -14.06 eV
Energy above the lowest of the compared OMol25 structures with the same formula, charge and spin = 0.0 kJ/mol
LUMO = -5.50 eV

Each line ends with the natural charge from an NBO analysis.
CARTESIAN COORDINATES (ANGSTROEM)
C: 3.845 -2.205 -0.394  -0.601
C: -3.236 1.654 -1.045  -0.778
C: -2.638 1.955 1.372  -0.789
C: -0.171 1.682 -0.633  -0.565
C: 2.424 -2.450 0.092  -0.389
C: 1.672 -1.141 0.324  -0.393
C: 0.238 -1.407 0.781  -0.392
C: -0.584 -0.155 1.109  -0.400
C: -1.146 0.564 -0.128  -0.396
C: -2.347 1.374 0.072  0.703
N: -2.901 -1.757 -0.144  0.591
F: -3.722 -1.040 0.701  -0.217
F: -3.220 -3.026 0.107  -0.148
F: -3.449 -1.502 -1.367  -0.196
H: 4.428 -1.694 0.368  0.207
H: 4.335 -3.144 -0.629  0.222
H: 3.843 -1.590 -1.293  0.200
H: -2.902 1.237 -1.992  0.257
H: -4.223 1.238 -0.809  0.315
H: -3.425 2.726 -1.144  0.289
H: -2.901 1.151 2.071  0.314
H: -3.449 2.676 1.352  0.257
H: -1.739 2.396 1.809  0.293
H: 0.078 2.370 0.171  0.223
H: -0.583 2.241 -1.469  0.227
H: 0.740 1.198 -0.966  0.265
H: 2.453 -3.024 1.022  0.203
H: 1.883 -3.049 -0.643  0.197
H: 2.194 -0.551 1.080  0.203
H: 1.680 -0.576 -0.610  0.180
H: 0.285 -2.014 1.686  0.224
H: -0.274 -2.000 0.022  0.200
H: 0.031 0.526 1.698  0.220
H: -1.417 -0.467 1.742  0.213
H: -1.262 -0.130 -0.962  0.263

---

ORCA calculation (ωB97M-V with the def2-TZVPD basis set) on a cluster of 2 separate species, C12H23BClF2N2O8P in total.

Results
HOMO energy = -9.18 eV
LUMO = -1.00 eV

Each line ends with the natural charge from an NBO analysis.
CARTESIAN COORDINATES (ANGSTROEM)
C: 1.449 3.526 1.983  -0.653
C: 1.969 2.102 1.972  0.074
O: 2.579 1.791 3.224  -0.699
C: 0.883 1.061 1.854  -0.242
N: -0.023 1.269 0.692  -0.352
C: -1.252 0.404 0.732  -0.231
C: -2.226 0.966 -0.298  -0.066
C: -3.520 0.132 -0.365  -0.386
C: -4.759 1.023 -0.216  -0.408
C: -4.824 2.048 -1.325  -0.368
Cl: -6.423 2.824 -1.406  -0.055
N: -1.672 1.147 -1.621  -0.624
C: -0.382 1.779 -1.663  -0.236
C: 0.619 1.199 -0.648  -0.465
P: 1.058 -0.501 -1.162  2.368
O: -0.109 -1.280 -1.546  -1.105
O: 1.868 -1.143 -0.016  -1.033
O: 2.035 -0.330 -2.413  -0.954
H: 1.277 3.846 0.954  0.206
H: 2.177 4.222 2.373  0.239
H: 0.506 3.640 2.511  0.214
H: 2.753 1.991 1.226  0.182
H: 2.976 2.604 3.571  0.479
H: 1.326 0.073 1.873  0.285
H: 0.272 1.143 2.744  0.226
H: -0.383 2.225 0.780  0.426
H: -1.685 0.554 1.715  0.219
H: -1.007 -0.641 0.596  0.270
H: -2.518 1.959 0.065  0.172
H: -3.516 -0.578 0.454  0.220
H: -3.536 -0.357 -1.331  0.224
H: -5.627 0.375 -0.236  0.230
H: -4.698 1.513 0.751  0.200
H: -4.557 1.594 -2.268  0.217
H: -4.115 2.842 -1.142  0.202
H: -1.695 0.296 -2.168  0.411
H: -0.498 2.851 -1.494  0.196
H: 0.035 1.663 -2.657  0.234
H: 1.522 1.799 -0.671  0.246
H: 1.795 -2.151 -0.130  0.560
H: 2.153 0.597 -2.671  0.497
B: 3.485 -6.737 -0.640  1.254
O: 4.355 -5.968 0.303  -0.638
C: 3.857 -4.764 0.455  0.671
O: 4.303 -3.883 1.144  -0.580
C: 2.598 -4.655 -0.396  0.719
O: 1.894 -3.666 -0.481  -0.670
O: 2.392 -5.770 -1.012  -0.608
F: 2.945 -7.840 -0.013  -0.533
F: 4.193 -7.103 -1.765  -0.533